[1]
{
  "formula": "C3H10OP2",
  "method": "ωB97M-V/def2-TZVPD",
  "species": ["C", "C", "C", "O", "P", "P", "H", "H", "H", "H", "H", "H", "H", "H", "H", "H"],
  "coordinates": [[-0.7837, 1.2907, -0.7927], [-1.4862, -1.4151, -0.3313], [-0.4871, 0.0694, 1.7836], [3.1750, 0.7704, -0.0094], [2.2769, -0.6359, -0.1399], [-1.6018, 0.2340, 0.4598], [-0.9599, 2.3188, -0.6540], [-1.0941, 0.9665, -1.6957], [0.3514, 1.2912, -0.8095], [-2.0446, -1.5098, -1.3663], [-2.0449, -2.1622, 0.2333], [-0.5525, -1.7962, -0.3030], [-0.5276, -0.7889, 2.2878], [0.2101, 0.9262, 1.9708], [3.5348, 0.7442, 0.9509], [2.0342, -0.3036, -1.5845]],
  "atomic_forces_ev_per_a": [[3.054, 0.238, 2.747], [-4.485, 0.046, -1.523], [1.062, 4.170, -2.528], [0.693, -0.629, 2.944], [0.056, 0.750, -1.778], [-0.409, 0.128, -0.344], [-0.889, 1.289, 0.132], [-1.198, -0.819, -3.134], [-1.127, -0.625, 0.210], [1.499, 0.571, 1.788], [-0.309, 0.224, 0.460], [3.370, -0.942, -0.630], [0.191, -3.033, 2.418], [-0.776, -1.140, 0.279], [-0.689, 0.414, -2.352], [-0.042, -0.641, 1.313]],
  "nbo_charge": [-0.925, -0.933, -0.744, -0.962, 0.561, 0.834, 0.233, 0.225, 0.224, 0.237, 0.236, 0.212, 0.187, 0.213, 0.488, -0.085],
  "homo_lumo_gap_ev": [6.83, 7.79],
  "charge": 0,
  "energy_ha": -878.1006
}


[2]
{
  "formula": "CH4OS2",
  "method": "ωB97M-V/def2-TZVPD",
  "species": ["C", "H", "H", "H", "H", "O", "S", "S"],
  "coordinates": [[0.3877, 0.3302, -0.5519], [1.8409, -0.0670, 1.1988], [0.1515, 0.1436, -1.6155], [-1.6981, 0.4623, -0.2715], [-1.0750, -0.6059, 1.2319], [-0.2854, 1.0139, 0.1713], [1.8790, -0.5044, -0.0684], [-1.2005, -0.7726, -0.0947]],
  "atomic_forces_ev_per_a": [[0.946, -2.149, -1.102], [-0.071, 0.006, -0.037], [0.852, 0.727, -0.309], [-1.177, -0.785, -0.626], [0.456, -0.106, -0.241], [3.967, 9.855, 2.735], [0.830, 0.234, -0.141], [-5.803, -7.782, -0.279]],
  "nbo_charge": [0.142, 0.139, 0.163, 0.195, 0.146, -0.755, -0.008, -0.022],
  "homo_lumo_gap_ev": 8.31,
  "charge": 0,
  "energy_ha": -911.9302
}


[3]
{
  "formula": "C3H8N2",
  "method": "ωB97M-V/def2-TZVPD",
  "species": ["C", "C", "N", "H", "H", "H", "H", "H", "C", "N", "H", "H", "H"],
  "coordinates": [[1.0884, -0.6477, 2.4941], [1.6317, 0.1674, 1.4965], [2.8457, 0.8850, 1.5730], [1.5567, -1.0552, 3.4045], [-0.0153, -0.6949, 2.5980], [1.0161, 0.3295, 0.5986], [3.2474, 0.5508, 2.5371], [2.7753, 1.8194, 1.6523], [-2.6195, -0.2171, -2.2705], [-3.1277, -0.3866, -3.4595], [-2.3399, -1.0588, -1.5951], [-2.2149, 0.7135, -2.0382], [-2.6547, 0.0909, -4.2723]],
  "atomic_forces_ev_per_a": [[0.050, 1.665, -1.153], [-1.903, -0.756, 2.247], [1.688, -6.230, 2.510], [0.404, 0.763, -0.569], [0.768, -0.719, -1.020], [0.233, 0.323, 0.555], [-0.495, 1.040, -2.447], [-0.748, 3.916, -0.126], [-0.266, -1.161, -3.311], [2.229, -1.941, 1.078], [-1.674, 0.461, -0.044], [1.284, 1.630, 0.682], [-1.570, 1.008, 1.599]],
  "nbo_charge": [-0.524, 0.021, -0.815, 0.196, 0.210, 0.187, 0.356, 0.370, -0.017, -0.655, 0.174, 0.131, 0.367],
  "smiles": "C=CN.C=N",
  "homo_lumo_gap_ev": 9.17,
  "charge": 0,
  "energy_ha": -228.4783
}


[4]
{
  "formula": "C6H6ClN5O5PtS2",
  "method": "ωB97M-V/def2-TZVPD",
  "species": ["Pt", "N", "C", "N", "C", "C", "S", "C", "C", "S", "C", "N", "N", "H", "H", "H", "H", "H", "H", "O", "Cl", "O", "O", "O", "O", "N"],
  "coordinates": [[7.0670, 6.5281, 2.8096], [9.8453, 4.6860, 3.1790], [10.0953, 6.0259, 3.1486], [9.0778, 6.9309, 2.9876], [9.5377, 8.2210, 2.9254], [10.9047, 8.2876, 3.0919], [11.5837, 6.7863, 3.5470], [8.5923, 9.3354, 2.9165], [8.8881, 10.6886, 2.9193], [7.4243, 11.5798, 3.1385], [6.4614, 10.0602, 3.1677], [7.2740, 8.9391, 3.1211], [5.1457, 9.8704, 3.0652], [8.8745, 4.3624, 3.3250], [10.4461, 3.9320, 2.9431], [11.5114, 9.1754, 2.9704], [9.8453, 11.1578, 2.9976], [4.4613, 10.5705, 3.2666], [4.8408, 8.8846, 2.9016], [4.9334, 5.3967, 1.6628], [4.1962, 5.8811, 2.9543], [2.9005, 6.4189, 2.6299], [5.1041, 7.0927, 3.4053], [4.2335, 4.9753, 4.0285], [6.6955, 3.7075, 2.8342], [7.1199, 4.7613, 2.5804]],
  "atomic_forces_ev_per_a": [[-0.172, 4.942, 1.975], [-1.480, 1.452, 0.461], [-2.143, -0.766, 0.444], [0.999, -2.208, -0.444], [0.590, 0.704, 0.260], [-0.216, 0.642, 0.129], [0.191, 0.118, -1.014], [-0.739, -2.844, 0.680], [-1.962, 0.533, 0.607], [0.066, -0.689, -0.059], [-0.174, -2.014, -0.691], [1.126, 1.260, -1.230], [1.905, -0.197, 0.189], [1.488, 0.549, -0.073], [1.177, -0.122, -0.060], [0.049, -0.104, 0.292], [0.347, 0.256, -0.265], [-0.330, 0.533, -0.084], [0.115, 0.670, 0.440], [-2.150, 1.040, 3.320], [-0.784, 0.440, -3.681], [1.885, -0.723, 0.619], [0.069, -1.000, -0.791], [0.130, -0.398, -0.237], [0.948, 3.161, -0.235], [-0.934, -5.234, -0.549]],
  "nbo_charge": [1.095, -0.741, 0.280, -0.550, 0.100, -0.322, 0.635, 0.200, -0.275, 0.611, 0.334, -0.570, -0.648, 0.405, 0.453, 0.284, 0.292, 0.451, 0.474, -0.804, 2.415, -0.690, -0.913, -0.712, -0.013, 0.209],
  "homo_lumo_gap_ev": [7.78, 5.40],
  "charge": 2,
  "energy_ha": -2257.0609,
  "spin_multiplicity": 3,
  "s_squared": 2.0641
}


[5]
{
  "formula": "C19H20N2O7",
  "method": "ωB97M-V/def2-TZVPD",
  "species": ["C", "O", "C", "O", "C", "C", "C", "O", "C", "C", "O", "C", "C", "C", "N", "C", "O", "C", "C", "C", "C", "C", "C", "N", "O", "O", "C", "C", "H", "H", "H", "H", "H", "H", "H", "H", "H", "H", "H", "H", "H", "H", "H", "H", "H", "H", "H", "H"],
  "coordinates": [[0.7209, 2.6199, 4.4028], [1.2892, 2.4863, 3.1092], [0.8817, 1.4366, 2.3924], [0.0649, 0.6399, 2.8313], [1.5100, 1.3566, 1.0691], [2.4087, 2.3447, 0.6648], [3.0382, 2.3349, -0.5683], [3.8791, 3.3852, -0.7727], [4.6400, 3.5077, -1.9544], [2.7501, 1.2748, -1.4599], [3.3542, 1.2641, -2.6782], [3.0625, 0.2177, -3.5779], [1.8616, 0.2858, -1.0620], [1.2369, 0.2998, 0.1797], [0.3568, -0.7021, 0.5676], [-0.0086, -1.8281, -0.0923], [0.3671, -2.1596, -1.1950], [-1.0341, -2.6483, 0.7098], [-0.8954, -4.1350, 0.3832], [-2.3803, -2.0906, 0.3332], [-2.9003, -2.3058, -0.9422], [-4.1287, -1.7891, -1.2960], [-4.8472, -1.0439, -0.3672], [-6.1336, -0.5128, -0.7262], [-6.5518, -0.7487, -1.8411], [-6.7283, 0.1405, 0.1065], [-4.3349, -0.8020, 0.9023], [-3.1030, -1.3221, 1.2434], [-0.3629, 2.7338, 4.3331], [1.1709, 3.5074, 4.8396], [0.9429, 1.7390, 5.0091], [2.6345, 3.1611, 1.3304], [5.2283, 4.4145, -1.8152], [5.3110, 2.6578, -2.0943], [4.0059, 3.6182, -2.8361], [3.6538, 0.4316, -4.4670], [2.0015, 0.1994, -3.8414], [3.3538, -0.7547, -3.1718], [1.6325, -0.5333, -1.7204], [-0.0349, -0.5268, 1.4962], [-0.8662, -2.4886, 1.7780], [-0.0026, -4.5344, 0.8581], [-0.7982, -4.2781, -0.6892], [-1.7612, -4.6857, 0.7420], [-2.3296, -2.8707, -1.6616], [-4.5454, -1.9498, -2.2785], [-4.9104, -0.2132, 1.6000], [-2.6996, -1.1338, 2.2273]],
  "atomic_forces_ev_per_a": [[-0.271, -0.110, 0.369], [0.188, 0.035, -0.322], [-0.187, -0.144, 0.171], [0.082, 0.170, 0.083], [0.152, -0.050, -0.368], [0.040, -0.169, -0.310], [-0.124, -0.113, 0.114], [-0.159, -0.031, 0.166], [0.289, 0.160, -0.309], [0.005, 0.177, 0.224], [-0.042, 0.251, 0.429], [-0.055, -0.205, -0.184], [0.024, -0.124, -0.216], [0.234, 0.355, -0.038], [-0.104, 0.149, 0.447], [-0.130, -0.121, 0.540], [0.113, -0.119, -0.345], [0.195, -0.186, -0.309], [0.016, 0.169, 0.080], [-0.271, 0.094, 0.119], [0.035, 0.038, 0.184], [-0.329, 0.176, 0.008], [1.269, -0.497, 0.380], [-0.602, 0.255, -0.165], [-0.111, -0.021, -0.199], [-0.144, 0.129, 0.130], [-0.364, 0.116, -0.209], [0.059, -0.165, -0.192], [0.101, 0.008, 0.030], [-0.015, -0.042, -0.040], [-0.020, 0.104, -0.034], [0.042, 0.081, 0.033], [-0.024, -0.065, -0.035], [-0.040, 0.076, -0.002], [0.073, -0.002, 0.065], [-0.064, -0.061, 0.043], [0.035, -0.010, 0.026], [-0.027, 0.034, -0.004], [0.015, -0.004, -0.039], [0.044, -0.178, -0.254], [-0.039, 0.055, -0.070], [0.078, -0.081, -0.002], [-0.010, -0.027, -0.055], [-0.052, -0.054, 0.050], [0.055, -0.073, -0.093], [-0.002, -0.008, -0.022], [-0.010, 0.015, 0.018], [0.049, 0.012, 0.109]],
  "nbo_charge": [-0.259, -0.496, 0.801, -0.648, -0.234, -0.168, 0.229, -0.495, -0.239, 0.284, -0.500, -0.254, -0.301, 0.207, -0.625, 0.704, -0.621, -0.353, -0.599, 0.124, -0.249, -0.160, 0.000, 0.528, -0.379, -0.380, -0.161, -0.250, 0.195, 0.199, 0.194, 0.243, 0.189, 0.181, 0.182, 0.201, 0.186, 0.186, 0.260, 0.444, 0.219, 0.218, 0.229, 0.215, 0.234, 0.247, 0.247, 0.223],
  "smiles": "COC(=O)c1cc(OC)c(OC)cc1NC(=O)[C@H](C)c1ccc([N+](=O)[O-])cc1",
  "homo_lumo_gap_ev": 7.60,
  "charge": 0,
  "energy_ha": -1372.1428
}


Q: Which of these has the highest charge?
A: C6H6ClN5O5PtS2


Q: Among the records above, which one has the highest charge?
A: C6H6ClN5O5PtS2